(one)
DFT (ωB97M-V/def2-TZVPD) results for a molecular structure, C47H50CaCl2Ge2NO4P2S4.

Structure (XYZ):
```
113
C47H50CaCl2Ge2NO4P2S4 (ωB97M-V/def2-TZVPD)
H 0.126 -4.940 -0.101
C 6.276 -2.338 -0.029
H 6.298 1.052 -0.144
H 6.890 -3.191 -0.292
H -3.024 -2.082 1.566
C 0.217 -3.548 -1.744
C -1.490 0.853 3.850
H -1.848 -6.158 -3.698
H 4.960 -4.957 -2.871
C -4.190 1.988 -1.910
H -4.966 -1.357 1.019
C 1.768 -2.528 4.085
H 2.192 -3.775 0.720
H -2.667 6.820 -1.328
H -3.231 4.830 1.318
H 2.962 -0.458 -2.338
C 1.918 -3.060 5.355
H -3.306 -0.141 -1.989
C 6.727 -1.046 -0.283
C 4.241 -1.436 0.891
C -4.278 1.899 -4.325
C -4.908 1.800 -3.090
H 1.210 5.287 -1.437
C -2.556 -1.925 0.592
H 3.300 -3.792 6.826
H -5.335 0.617 2.789
C 3.415 -1.437 -2.449
H -3.163 -1.878 -2.370
C 2.805 -2.537 -1.858
C 5.039 -2.534 0.562
H -4.836 1.759 -5.243
C -0.166 -3.288 -3.060
Ge -1.685 2.488 -0.235
H 5.046 -2.416 3.178
H -3.454 0.554 1.213
H -1.262 5.617 1.835
C 1.651 -2.825 0.747
Cl 1.484 1.874 -2.454
C -0.640 5.849 0.967
N -3.373 -1.413 -0.329
C 4.306 -3.151 5.046
O 1.925 -0.257 1.696
O -1.349 -2.145 0.404
P 2.642 -1.592 1.670
H 0.261 4.529 -2.751
C -2.883 -1.091 -1.665
H -4.724 1.927 -0.968
H 3.706 2.215 -1.784
Ca 0.166 0.460 0.622
C -0.881 -5.685 -1.842
H -2.793 5.469 -2.480
O -3.311 2.860 6.534
H 4.693 -3.545 0.756
C -2.215 2.391 -3.179
H -1.164 -6.616 -1.367
Ge -1.188 4.851 -0.625
C -4.737 3.932 2.520
H -5.415 -1.837 -0.629
C 5.940 0.047 0.047
H -1.160 2.642 -3.247
C 3.185 -3.378 5.832
P 1.252 -2.322 -0.954
C 4.586 -1.602 -3.184
C 4.533 -3.969 -2.747
S -2.683 0.736 5.101
S -1.206 -0.537 2.922
H 4.069 0.703 0.895
S 0.350 2.498 2.616
C -2.818 2.280 -1.914
C 4.691 -0.143 0.629
O 0.781 -0.881 -1.050
H 0.390 5.587 1.218
C -4.779 -1.177 -0.037
C -3.193 2.684 1.093
H -6.165 2.789 3.652
H 5.294 -3.380 5.426
H 7.697 -0.897 -0.742
H 2.880 -4.679 -1.592
H -1.804 -1.004 -1.638
S -1.441 3.394 4.750
C -2.750 5.732 -1.419
C -4.883 1.544 2.452
H -3.683 5.404 -0.955
C 4.165 -2.614 3.773
C -2.628 2.432 5.644
H 0.779 -2.243 3.739
C -0.143 -4.745 -1.134
H 2.842 3.754 -2.110
C -2.922 2.202 -4.364
C -3.821 1.518 1.554
C 2.784 2.771 -1.665
H 0.112 -2.354 -3.536
H 5.057 -0.742 -3.646
Cl 2.495 2.980 0.067
H 6.052 -2.989 -3.908
H 0.035 6.239 -2.358
H -2.416 2.303 -5.319
C -1.266 -5.425 -3.151
C 0.235 5.250 -1.930
H -0.694 6.924 0.766
C 2.895 -2.311 3.283
H -5.972 1.590 -3.043
C -0.911 -4.227 -3.758
C -0.868 2.125 3.696
C -5.348 2.759 2.941
H 1.045 -3.214 5.977
H -5.078 4.886 2.906
C 3.367 -3.806 -2.016
H 0.715 -2.944 1.303
C 5.144 -2.863 -3.332
H -1.214 -4.023 -4.778
H -5.031 -0.141 -0.263
C -3.679 3.891 1.613
```

Values from the calculation:
- E_HOMO (spin up / spin down) (eV) = -6.2 / -6.3
- frontier orbital gap (spin up / spin down) (eV) = 6.0 / 5.4
- spin multiplicity = 2
- charge = 0

Löwdin population analysis, charges in e, atoms 1 to 6: number 1, H, carries 0.107; number 2, C, carries -0.072; number 3, H, carries 0.109; number 4, H, carries 0.112; number 5, H, carries 0.108; number 6, C, carries -0.297

---

(two)
DFT (ωB97M-V/def2-TZVPD) results for a molecular structure, C47H50CaCl2Ge2NO4P2S4.

Structure (XYZ):
```
113
C47H50CaCl2Ge2NO4P2S4 (ωB97M-V/def2-TZVPD)
H -0.251 -2.902 -3.755
O 1.751 1.070 0.537
H 2.820 2.231 -4.374
C 1.077 -4.557 -1.514
H -0.359 -1.269 -5.797
H -4.329 -0.792 1.475
H -2.618 -0.428 3.664
C 2.129 1.459 -4.681
H -1.417 -2.944 -2.401
H -5.898 -0.004 -5.370
H 1.261 -0.352 -7.405
O 3.107 -3.004 7.034
C 2.705 -2.273 -3.557
Cl -4.112 0.587 -0.413
C 2.357 -2.931 3.264
C 0.466 4.266 0.060
C -2.455 -0.539 -3.729
H -0.703 -7.355 -0.835
C 0.348 -0.514 -5.478
C -3.055 0.718 -3.699
C 2.766 0.493 3.079
H -3.516 3.577 -0.328
H 2.773 -1.091 -0.377
P -0.840 -0.685 -2.965
H 3.197 -4.497 -1.849
H 3.831 2.942 3.645
H -2.400 4.595 -1.242
S 3.584 -3.328 4.463
C 3.850 -1.672 -4.043
H -0.996 -4.926 -1.058
H 5.501 -0.384 -3.595
H -2.646 -2.579 -4.397
C -3.357 0.357 3.557
H 5.122 1.948 2.934
H 0.356 5.171 -0.536
H 2.125 -2.918 -4.205
H 1.261 4.434 0.783
H 0.767 3.451 -0.596
C -0.506 -2.470 -2.786
C -4.290 0.908 -4.291
H -4.845 -0.764 4.619
C 0.611 1.623 6.004
H 4.386 3.266 1.994
C -4.333 -1.402 -4.957
C 2.340 -5.122 -1.651
H -2.558 1.542 -3.203
C -5.603 1.126 3.941
C 4.604 -0.851 -3.213
H -1.161 5.617 2.773
C -3.097 -1.598 -4.362
C 1.254 0.004 -6.385
C -4.929 -0.152 -4.917
C 1.407 -7.291 -1.222
H -6.048 3.065 3.148
C 4.220 -0.638 -1.901
C -0.169 1.358 4.889
C 2.500 -6.491 -1.505
C 1.453 2.724 6.023
C -3.020 1.533 2.882
H 0.760 3.959 2.962
Ca -0.166 -0.311 0.449
H 2.064 2.929 6.890
C -2.479 3.698 -0.631
C -4.228 -0.960 0.400
S -0.236 -2.016 2.939
C 1.495 3.559 4.918
C -1.773 5.478 1.886
C 2.659 1.745 1.023
C 2.674 -2.911 5.921
H 1.206 1.297 -2.744
C 1.224 0.942 -3.766
Ge -1.169 1.673 2.116
H 1.538 -8.357 -1.100
C -0.141 2.179 3.761
C -5.294 2.298 3.269
C 0.339 -0.051 -4.164
H -2.198 2.838 -1.237
H -1.634 6.334 1.229
C 4.194 2.484 2.725
N 3.195 1.572 2.214
H -0.799 0.478 4.896
P 0.821 -2.788 -1.573
H 4.157 -1.842 -5.065
C 0.708 3.285 3.808
C -4.624 0.155 4.088
C -4.022 2.493 2.755
C 0.146 -6.730 -1.073
C -0.019 -5.365 -1.215
H 3.483 -6.928 -1.599
C 1.145 -2.444 3.788
H 3.074 2.593 0.460
H 2.456 -0.353 2.467
H -3.813 3.420 2.239
S 2.752 -3.164 1.656
H 2.849 1.398 -6.694
H 2.131 4.434 4.925
H 0.569 0.960 6.857
H -4.757 1.881 -4.255
O -0.724 0.069 -1.674
H -6.593 0.974 4.351
H 1.936 0.813 3.711
C 2.302 -2.040 -2.243
H 3.607 0.192 3.699
H 4.817 -0.013 -1.253
C 2.145 0.991 -5.984
H -4.831 -2.226 -5.447
C 3.068 -1.236 -1.409
Cl -2.756 -1.941 0.165
S 1.053 -2.322 5.536
H -2.812 5.452 2.201
H -5.055 -1.525 -0.025
Ge -1.264 3.827 0.929
O 0.401 -2.217 -0.258
```

Values from the calculation:
- E_HOMO (spin up / spin down) (eV) = -6.2 / -6.3
- frontier orbital gap (spin up / spin down) (eV) = 6.0 / 5.6
- spin multiplicity = 2
- charge = 0

Löwdin population analysis, charges in e, atoms 1 to 6: number 1, H, carries 0.077; number 2, O, carries -0.171; number 3, H, carries 0.111; number 4, C, carries -0.274; number 5, H, carries 0.108; number 6, H, carries 0.012

---

The least stable of them is (two).

---

(one)
DFT (ωB97M-V/def2-TZVPD) results for 3 unconnected molecules or ions with the total composition C2H7NO4.

Structure (XYZ):
```
14
C2H7NO4 (ωB97M-V/def2-TZVPD)
H 1.902 -0.718 2.026
H -1.295 -1.572 -0.617
C 0.976 -0.440 1.462
O -0.206 2.928 1.498
C -0.346 1.737 1.411
H -0.984 1.226 0.649
O 0.519 -0.087 -3.349
H -0.251 0.511 -3.268
N 0.672 0.825 1.947
O 0.426 -0.949 0.485
O -1.371 -2.284 -1.249
H 1.259 1.271 2.676
H -2.276 -2.600 -1.094
H 0.976 0.153 -2.578
```

Values from the calculation:
- E_HOMO (eV) = -10.9
- frontier orbital gap (eV) = 10.9
- charge = 0

Löwdin population analysis, charges in e, atoms 1 to 6: number 1, H, carries 0.142; number 2, H, carries -0.020; number 3, C, carries -0.289; number 4, O, carries 0.068; number 5, C, carries -0.250; number 6, H, carries 0.142

---

(two)
DFT (ωB97M-V/def2-TZVPD) results for 3 unconnected molecules or ions with the total composition C2H7NO4.

Structure (XYZ):
```
14
C2H7NO4 (ωB97M-V/def2-TZVPD)
H 0.547 -0.473 2.688
O -1.673 1.039 -2.335
H -0.065 -0.352 -0.041
H 1.768 0.939 0.589
H -0.616 1.856 -0.792
H 2.676 0.680 -0.708
C -1.715 -1.312 -0.542
H -1.255 -2.166 -0.002
C -1.094 0.993 -1.291
O -2.817 -1.412 -1.005
O 1.173 -0.261 1.984
H 2.031 -0.551 2.315
N -0.934 -0.183 -0.538
O 1.974 1.201 -0.321
```

Values from the calculation:
- E_HOMO (eV) = -9.8
- frontier orbital gap (eV) = 9.7
- charge = 0

Löwdin population analysis, charges in e, atoms 1 to 6: number 1, H, carries 0.067; number 2, O, carries 0.091; number 3, H, carries 0.086; number 4, H, carries -0.005; number 5, H, carries 0.129; number 6, H, carries 0.040

---

The least stable of them is (one).